1.
Computed, not measured: a single F2H4OSi2 molecule, with ωB97M-V with the def2-TZVPD basis set.

The energy relative to the best compared isomer or geometry (same formula, charge and spin) is 0.000 eV. The value obtained for the largest force on an atom is 0.04635 Eh/bohr. The calculation puts the HOMO energy at -11.46 eV. Its SMILES is F[SiH](F)O[SiH3]. The lowest unoccupied orbital energy comes out at 0.65 eV.

```
! wB97M-V def2-TZVPD RIJCOSX def2/J DEFGRID3
* xyz 0 1
O 0.42992 -0.35071 -0.53503
F 2.85986 -0.92620 -1.51663
F 0.66941 -1.23726 -3.01478
Si -0.41930 0.66491 0.44825
Si 1.28031 -1.28391 -1.48870
H 0.39245 1.04024 1.58107
H -1.57248 -0.00090 1.04951
H -0.65192 1.70144 -0.72344
H 1.00332 -2.67947 -1.05940
*
```



2.
Computed, not measured: 2 unconnected molecules or ions with the total composition C6H8, with ωB97M-V with the def2-TZVPD basis set.

The energy relative to the best compared isomer or geometry (same formula, charge and spin) is 5.892 eV. The value obtained for the largest force on an atom is 0.08729 Eh/bohr. The calculation puts the HOMO energy at -8.93 eV. The lowest unoccupied orbital energy comes out at -0.98 eV.

```
! wB97M-V def2-TZVPD RIJCOSX def2/J DEFGRID3
* xyz 0 1
C -1.94533 0.15376 -0.83155
C -2.98995 -0.24762 -1.46275
C -0.84159 0.45978 -0.21968
C -0.62618 1.43990 0.89122
C 1.18580 -1.37433 0.27852
C 0.96880 -0.32497 -0.80898
H -0.78489 2.50200 0.52033
H 0.28414 1.18169 1.33659
H -1.48120 1.38744 1.52276
H 1.42060 -0.99434 1.20817
H 2.12330 -1.85555 0.00264
H 0.20868 -2.01039 0.20173
H 0.76032 -0.76583 -1.80141
H 1.71749 0.44844 -0.83758
*
```



3.
Computed, not measured: a molecular structure, C48H38AsN5O8PbSe, with ωB97M-V with the def2-TZVPD basis set.

The energy relative to the best compared isomer or geometry (same formula, charge and spin) is 0.000 eV. The value obtained for the largest force on an atom is 0.00767 Eh/bohr. The calculation puts the HOMO energy at -1.89 eV. The lowest unoccupied orbital energy comes out at 4.20 eV.

```
! wB97M-V def2-TZVPD RIJCOSX def2/J DEFGRID3
* xyz -2 1
Pb 0.25928 -0.77984 -0.92562
C -2.68069 -4.31330 -0.57320
C -1.37844 -4.75123 -0.73832
C -0.68958 -4.38166 -1.88477
C -1.34609 -3.59535 -2.81919
N -2.61703 -3.20752 -2.69414
C -3.25677 -3.55069 -1.57871
C -0.64033 -3.03656 -4.01762
C -0.56039 -3.74032 -5.21176
C 0.00665 -3.10908 -6.30682
C 0.45952 -1.80778 -6.17376
C 0.35742 -1.18371 -4.93215
N -0.16840 -1.79823 -3.87718
C 0.79946 0.22403 -4.72520
C 1.88675 0.74793 -5.40136
C 2.25922 2.05908 -5.13930
C 1.54754 2.78214 -4.20726
C 0.48144 2.16348 -3.56282
N 0.10103 0.91845 -3.82034
H -3.23018 -4.52645 0.33480
H -0.88554 -5.32964 0.03286
H 0.35169 -4.64201 -2.02235
H -4.27004 -3.17660 -1.47869
H -0.96169 -4.74432 -5.27810
H 0.06592 -3.61571 -7.26292
H 0.87535 -1.27037 -7.01605
H 2.46078 0.13292 -6.08281
H 3.12733 2.48743 -5.62493
H 1.84636 3.78049 -3.92030
H -0.07121 2.67153 -2.78051
C -3.40634 1.32921 -1.62537
O -4.34377 0.87892 -0.63667
C -3.85213 0.36382 0.53337
C -4.52692 0.69880 1.68059
C -4.14339 0.19578 2.93668
C -3.05236 -0.63927 3.00289
C -2.33502 -0.99631 1.84775
C -1.24874 -1.95416 2.00904
N -0.26176 -2.12699 1.21418
N 0.59273 -3.16108 1.59067
C 1.50022 -3.40228 0.67079
O 1.68049 -2.83680 -0.44803
C 2.41965 -4.55908 0.99710
C 3.23939 -5.05553 -0.00973
C 4.08158 -6.13682 0.22653
C 4.12278 -6.72630 1.48231
C 3.31683 -6.22373 2.49951
C 2.47073 -5.15018 2.25898
C -2.73283 -0.53648 0.55419
O -2.18873 -0.93836 -0.53252
H -3.94234 2.08031 -2.20852
H -3.08085 0.51504 -2.26707
H -2.52976 1.77970 -1.16013
H -5.36166 1.38545 1.58897
H -4.68557 0.48288 3.83035
H -2.72002 -1.03405 3.96007
H -1.27218 -2.58683 2.90221
H 3.21210 -4.56060 -0.97295
H 4.71437 -6.51123 -0.57015
H 4.78155 -7.56611 1.67079
H 3.35113 -6.67117 3.48656
H 1.83183 -4.75269 3.03650
O 4.48829 1.48051 -0.26715
Se 2.93352 1.37210 -0.72313
O 2.63608 0.12301 -1.75429
O 1.97903 1.00368 0.64413
O 2.35110 2.77377 -1.32853
O -0.47196 1.53150 -0.16704
As 0.25841 2.36645 1.09008
C 0.51539 1.62118 2.87126
C 0.44687 2.48526 3.96190
C 0.63232 2.00450 5.24990
C 0.88575 0.65291 5.45614
C 0.97473 -0.20632 4.37039
C 0.80450 0.27971 3.08032
C -1.39591 3.43951 1.43587
C -1.89540 4.18140 0.35825
C -3.11780 4.83040 0.42702
C -3.89366 4.72877 1.57820
C -3.44016 3.95301 2.63261
C -2.20855 3.30864 2.55637
C 1.56519 3.82174 1.13967
C 1.32776 5.08015 0.59994
C 2.27145 6.08542 0.73088
C 3.46620 5.84272 1.39927
C 3.70973 4.58519 1.92876
C 2.76389 3.57551 1.79753
H 0.25557 3.53851 3.80117
H 0.58018 2.68406 6.09171
H 1.02183 0.27507 6.46329
H 1.18989 -1.25836 4.51751
H 0.91818 -0.37756 2.23352
H -1.34076 4.20366 -0.57258
H -3.48145 5.38956 -0.42782
H -4.85524 5.22606 1.63589
H -4.06016 3.81724 3.51267
H -1.90950 2.66730 3.37499
H 0.41257 5.28456 0.06793
H 2.07958 7.05868 0.29575
H 4.21232 6.62467 1.48460
H 4.64722 4.37348 2.42828
H 2.98253 2.58137 2.16433
*
```



4.
Computed, not measured: a molecular structure, C46H50GeN3O2PdSi, with ωB97M-V with the def2-TZVPD basis set.

The energy relative to the best compared isomer or geometry (same formula, charge and spin) is 0.000 eV. The value obtained for the largest force on an atom is 0.02486 Eh/bohr. The calculation puts the HOMO energy (alpha / beta) at -3.20 / -3.41 eV. The lowest unoccupied orbital energy (alpha / beta) comes out at 2.37 / 2.37 eV.

```
! wB97M-V def2-TZVPD RIJCOSX def2/J DEFGRID3
* xyz -1 1
Pd -1.73501 -1.40114 -0.87347
C 1.09956 3.06978 -0.95467
C 1.14783 3.64858 -2.34283
C 1.35111 5.01050 -2.53656
C 1.46134 5.55947 -3.80652
C 1.37988 4.73785 -4.92005
C 1.15619 3.38219 -4.75458
C 1.02299 2.83208 -3.47970
N 0.79044 1.44749 -3.35134
C -0.25324 0.86577 -2.63773
N -1.31654 1.68931 -2.46350
C -2.53968 1.53082 -1.76263
C -2.87412 0.37159 -1.06038
C -4.11864 0.34831 -0.42430
C -4.98225 1.43317 -0.46071
C -4.61310 2.57976 -1.14796
C -3.39313 2.64853 -1.80478
C -3.00713 3.90329 -2.55218
N -0.18398 -0.33946 -2.20813
C 0.95519 -1.11408 -2.46877
C 1.91798 -1.28058 -1.47104
C 3.06613 -2.01145 -1.71957
C 3.25784 -2.60719 -2.95910
C 2.27668 -2.48622 -3.93344
C 1.11963 -1.74830 -3.71130
C 0.05029 -1.62548 -4.76495
H 1.63486 3.71120 -0.25485
H 1.54595 2.07408 -0.93218
H 0.07257 2.96966 -0.59447
H 1.44611 5.65440 -1.66975
H 1.62566 6.62328 -3.92150
H 1.46975 5.15139 -5.91646
H 1.07213 2.72650 -5.61295
H 1.44221 0.80689 -3.77412
H -1.20623 2.58202 -2.91059
H -4.41066 -0.54295 0.11901
H -5.93998 1.39097 0.04656
H -5.27865 3.43592 -1.17912
H -3.78744 4.65559 -2.44487
H -2.88290 3.70982 -3.62331
H -2.07297 4.33672 -2.17891
H 1.74049 -0.83170 -0.50006
H 3.81128 -2.11591 -0.94065
H 4.15670 -3.17383 -3.16827
H 2.40935 -2.98126 -4.88993
H 0.09522 -2.46637 -5.45714
H 0.16103 -0.70595 -5.34874
H -0.93287 -1.60122 -4.29281
O -1.81538 -3.09303 0.85415
C -0.86886 -2.62794 1.53232
O -0.29707 -1.52061 1.31278
C -0.26942 -3.47807 2.64609
C 0.06411 -2.67802 3.90756
Ge 0.88631 -0.87959 3.58343
C 1.98613 -0.66838 5.27703
C 2.27415 0.59660 5.79359
C 3.08084 0.76529 6.91051
C 3.63618 -0.33885 7.54100
C 3.38199 -1.60544 7.03797
C 2.57003 -1.75964 5.92151
C -0.32800 0.66993 3.71506
C -0.72526 1.42292 2.61186
C -1.56025 2.52123 2.76884
C -2.01801 2.87703 4.02873
C -1.64549 2.12575 5.13326
C -0.80415 1.03391 4.97418
C 2.35371 -0.68734 2.27771
C 3.19428 -1.76299 2.00376
C 4.24510 -1.63743 1.10567
C 4.47280 -0.42460 0.47024
C 3.64868 0.65850 0.74134
C 2.59794 0.52622 1.63960
H 0.65555 -3.89774 2.23916
H -0.95133 -4.30387 2.84865
H 0.72759 -3.26462 4.54063
H -0.83839 -2.48582 4.49483
H 1.85115 1.47114 5.30922
H 3.27955 1.76024 7.29298
H 4.26684 -0.21303 8.41316
H 3.81654 -2.47694 7.51458
H 2.39943 -2.76210 5.54736
H -0.40911 1.12938 1.61858
H -1.87966 3.08689 1.90215
H -2.67709 3.72951 4.14390
H -1.99919 2.39532 6.12204
H -0.50836 0.45519 5.84295
H 3.02528 -2.71420 2.49939
H 4.88704 -2.48661 0.90155
H 5.29096 -0.32276 -0.23295
H 3.82467 1.60668 0.24563
H 1.95770 1.37785 1.84541
C -4.31877 -3.78904 -1.09778
Si -2.88230 -3.06472 -2.14749
C -3.81882 -2.52252 -3.74808
C -1.91326 -4.64003 -2.67993
H -4.71236 -4.69915 -1.56324
H -5.13700 -3.07080 -0.99889
H -3.96291 -4.03459 -0.09735
H -4.54362 -3.29614 -4.01984
H -3.15212 -2.36720 -4.60111
H -4.36236 -1.59156 -3.57154
H -2.55454 -5.26924 -3.30280
H -1.62802 -5.21035 -1.79286
H -1.00132 -4.41841 -3.24120
*
```